(1)
Molecular formula: C7H8Cl2OS
Method: DFT, ωB97M-V/def2-TZVPD

- Total energy: -45312.6470 eV
- Gap between HOMO and LUMO: 9.1 eV
- E_LUMO: 0.248 eV

Positions of all 19 atoms, in Å:
Cl 0.373 -2.119 -0.284
Cl 2.691 0.752 2.287
S -1.978 0.005 -0.482
O -2.477 -0.566 -1.747
C -2.690 -0.956 0.902
C -0.183 -0.475 -0.198
C 1.802 0.767 -1.653
C 1.837 0.623 0.810
C 0.367 0.310 0.973
C 0.553 0.325 -1.794
C 2.411 0.959 -0.355
H -2.353 -2.059 0.932
H -2.581 -0.555 1.876
H 0.236 -0.038 1.923
H 2.437 1.135 -2.375
H -0.062 0.293 -2.660
H -0.087 1.355 1.145
H -3.736 -1.055 0.868
H 3.439 1.298 -0.168

Results of the Mulliken charge analysis, in e, for atoms 1 through 6: atom 1 (Cl): -0.137, atom 2 (Cl): -0.206, atom 3 (S): 0.493, atom 4 (O): -0.591, atom 5 (C): -1.032, atom 6 (C): 0.293

(2)
Molecular formula: C7H8Cl3NO4P
Method: DFT, ωB97M-V/def2-TZVPD

- Total energy: -63918.3429 eV
- Charge: +1
- Gap between HOMO and LUMO: 7.6 eV
- E_LUMO: -5.258 eV

Positions of all 24 atoms, in Å:
Cl -3.318 0.090 4.607
Cl -1.452 -0.649 6.707
Cl -2.729 -2.710 5.111
P 0.378 2.698 -2.676
O -0.847 3.278 -1.809
O -0.421 -1.235 1.734
O -0.140 2.622 -4.206
O 1.761 -0.870 1.860
N 1.128 -0.011 -2.888
C 1.318 -1.563 -1.115
C 1.427 -1.250 -2.444
C 0.765 -0.910 1.222
C 0.700 0.978 -2.074
C -2.083 -1.069 5.118
C 0.860 -0.566 -0.246
C 0.551 0.691 -0.724
H 1.586 -2.554 -0.785
H -0.449 3.751 -1.065
H 0.138 1.837 -4.691
H -1.268 -1.027 4.409
H 1.236 0.186 -3.874
H 0.198 1.452 -0.043
H -1.092 -1.183 1.037
H 1.752 -1.985 -3.164

Results of the Mulliken charge analysis, in e, for atoms 1 through 6: atom 1 (Cl): -0.132, atom 2 (Cl): -0.110, atom 3 (Cl): -0.119, atom 4 (P): 0.158, atom 5 (O): -0.420, atom 6 (O): -0.372

(3)
Molecular formula: C7H8CoO4S
Method: DFT, ωB97M-V/def2-TZVPD

- Total energy: -64031.4322 eV
- Charge: +1
- Gap between HOMO and LUMO (alpha / beta): 7.4 / 7.4 eV
- E_LUMO (alpha / beta): -7.269 / -7.265 eV

Positions of all 21 atoms, in Å:
Co 0.265 -0.690 -0.282
S 0.452 -3.029 -1.134
O -0.717 -2.085 -0.511
O 0.723 -4.066 -0.214
O 1.473 -1.844 -0.974
O 0.156 -3.265 -2.494
C -0.498 1.347 -0.721
C -2.248 1.342 1.110
C 1.493 0.482 1.028
C 0.825 1.156 -1.181
C 0.167 0.667 1.478
C 1.839 0.793 -0.290
C -0.848 1.145 0.625
H -0.096 0.369 2.485
H -2.971 1.177 0.313
H 2.229 0.049 1.692
H 2.831 0.572 -0.658
H -2.361 2.371 1.458
H -2.479 0.679 1.942
H 1.043 1.246 -2.237
H -1.277 1.584 -1.435

Results of the Mulliken charge analysis, in e, for atoms 1 through 6: atom 1 (Co): 0.405, atom 2 (S): 1.285, atom 3 (O): -0.610, atom 4 (O): -0.493, atom 5 (O): -0.512, atom 6 (O): -0.496

(4)
Molecular formula: C7H8F2O2
Method: DFT, ωB97M-V/def2-TZVPD

- Total energy: -16915.1773 eV
- Gap between HOMO and LUMO: 11.3 eV
- E_LUMO: 0.923 eV
- Structure (SMILES): C#CC(F)(F)O[C@@H]1CCCO1

Positions of all 19 atoms, in Å:
F -1.717 -0.938 -0.969
F -2.523 -1.081 0.972
O -0.652 0.295 0.641
O 0.580 -1.527 -0.117
C -2.754 1.032 -0.188
C 2.354 -0.014 -0.354
C 1.629 0.350 0.955
C 0.366 -0.610 0.885
C -3.696 1.715 -0.489
C 1.310 -0.828 -1.081
C -1.832 -0.122 0.147
H 2.536 0.887 -0.945
H 1.651 -1.494 -1.889
H -4.478 2.402 -0.533
H 0.562 0.061 -1.501
H 3.237 -0.697 -0.084
H -0.029 -1.033 1.865
H 1.224 1.411 0.856
H 2.232 0.190 1.829

Results of the Mulliken charge analysis, in e, for atoms 1 through 6: atom 1 (F): -0.268, atom 2 (F): -0.301, atom 3 (O): -0.299, atom 4 (O): -0.435, atom 5 (C): -1.165, atom 6 (C): -0.389

(5)
Molecular formula: C7H8LaN2O5
Method: DFT, ωB97M-V/def2-TZVPD

- Total energy: -21434.5410 eV
- Charge: +3
- Gap between HOMO and LUMO: 7.6 eV
- E_LUMO: -13.591 eV

Positions of all 23 atoms, in Å:
La 0.061 0.569 -0.578
O 3.731 0.969 -0.489
O 0.007 2.670 2.558
O -3.679 0.940 -0.499
O -0.914 -0.979 1.031
O 0.007 3.963 -1.960
N 1.013 -1.204 2.224
N -0.887 -2.487 2.720
C 0.011 2.933 -1.474
C 0.047 2.189 1.508
C -2.549 1.094 -0.650
C 0.018 0.222 -3.054
C 2.582 0.961 -0.505
C 0.021 -0.991 -2.454
C -0.269 -1.541 1.984
H 1.520 -0.462 1.745
H -0.895 -1.541 -2.203
H -1.842 -2.659 2.424
H -0.890 0.772 -3.284
H 0.940 -1.546 -2.220
H 1.502 -1.645 2.976
H -0.459 -3.001 3.486
H 0.924 0.774 -3.287

Results of the Mulliken charge analysis, in e, for atoms 1 through 6: atom 1 (La): 1.400, atom 2 (O): -0.011, atom 3 (O): -0.035, atom 4 (O): -0.010, atom 5 (O): -0.634, atom 6 (O): -0.017